Entry 1:
Below is a structure of composition C7H16FO4Sm at a distorted geometry, with properties calculated with ωB97M-V/def2-TZVPD.

Results
HOMO (spin up / spin down) ... -9.48 / -11.20 eV
2S+1 ... 7
E_tot ... -1334.7847 Eh
Kohn-Sham gap (spin up / spin down) ... 6.326 / 7.815 eV
Net charge ... +1

Positions of all 29 atoms, in Å:
F  -0.052  2.241  -1.929
C  1.333  -2.811  -2.062
O  0.762  -2.374  -0.882
C  -1.229  1.529  -1.388
C  -1.567  2.020  0.007
O  -0.844  1.270  0.970
C  0.257  1.934  1.603
C  0.835  0.909  2.545
O  1.077  -0.279  1.794
C  1.755  -1.298  2.524
H  2.383  -3.087  -1.847
H  0.795  -3.670  -2.505
H  1.232  -2.015  -2.826
H  -1.988  1.886  -2.104
H  -2.623  1.798  0.201
H  -1.365  3.093  0.101
H  -0.105  2.800  2.172
H  0.973  2.290  0.851
H  0.110  0.659  3.335
H  1.775  1.283  2.974
H  1.738  -2.201  1.904
H  2.794  -0.995  2.705
H  1.227  -1.499  3.466
O  -1.283  0.143  -1.329
C  -1.813  -0.558  -2.459
Sm  -0.383  -0.865  0.356
H  -2.549  -1.269  -2.072
H  -2.260  0.156  -3.161
H  -0.988  -1.091  -2.942

Entry 2:
Below is a structure of composition C36H56AsBBr10F9O8S3Si at a distorted geometry, with properties calculated with ωB97M-V/def2-TZVPD.

Results
HOMO ... -5.51 eV
2S+1 ... 1
E_tot ... -32390.3971 Eh
Kohn-Sham gap ... 7.160 eV
Net charge ... -1

Positions of all 125 atoms, in Å:
C  1.262  3.896  1.989
C  0.573  2.828  1.598
C  -0.086  1.552  0.870
As  -2.141  1.701  0.673
S  -1.701  3.451  -0.629
C  -1.950  3.471  -2.379
C  -0.682  2.840  -3.208
O  -1.021  2.147  -4.247
O  0.674  3.073  -2.816
C  1.618  2.687  -3.854
C  2.130  1.134  -3.716
C  3.148  1.107  -2.437
O  1.054  0.204  -3.393
C  1.143  -1.014  -4.138
O  2.243  -1.606  -4.403
C  -0.292  -1.661  -4.600
S  -0.138  -3.530  -4.786
B  -2.020  2.865  2.346
O  -1.814  2.185  3.636
O  -2.153  4.300  2.402
C  -2.257  4.760  3.799
C  -2.532  6.369  3.899
C  -2.160  0.249  -0.772
F  -3.252  -0.664  -0.315
F  -2.543  0.584  -2.078
C  -0.933  -0.813  -0.756
C  -0.919  -1.752  0.582
Si  0.677  -2.861  0.703
C  1.028  -3.821  -0.917
C  0.275  -4.097  2.160
C  2.083  -1.695  1.275
C  2.059  -1.263  2.819
C  3.137  -0.269  3.416
C  4.266  0.321  2.470
C  4.278  -0.162  0.958
C  3.220  -1.159  0.327
S  -4.450  1.969  0.536
O  -5.021  1.645  -0.832
O  -5.034  0.900  1.491
C  -5.219  3.555  1.074
F  -6.653  3.149  1.074
F  -5.115  3.900  2.494
C  -5.245  4.815  0.078
F  -6.626  5.233  -0.191
F  -4.738  4.550  -1.260
C  -4.535  6.180  0.550
F  -4.957  6.673  1.839
F  -5.053  7.195  -0.376
F  -3.119  6.241  0.347
H  1.621  4.992  2.104
H  0.250  0.625  1.446
H  0.306  1.601  -0.229
H  -2.394  0.524  1.639
H  -2.961  3.004  -2.729
H  -2.008  4.568  -2.786
H  2.582  3.327  -3.669
H  1.284  2.947  -4.927
H  2.690  0.895  -4.691
H  3.616  0.044  -2.361
H  3.990  1.899  -2.523
H  2.492  1.245  -1.489
H  -0.588  -1.164  -5.593
H  -1.046  -1.435  -3.739
H  -0.385  -4.034  -3.513
H  -2.288  1.319  3.635
H  -1.261  4.590  4.384
H  -3.163  4.265  4.344
H  -3.668  6.551  4.087
H  -2.142  6.927  2.971
H  -2.002  6.784  4.845
H  0.087  -0.405  -1.065
H  -1.215  -1.568  -1.608
H  -1.020  -1.162  1.564
H  -1.791  -2.528  0.520
H  0.029  -4.268  -1.326
H  1.716  -4.741  -0.704
H  1.540  -3.170  -1.715
H  1.219  -4.454  2.714
H  -0.388  -3.480  2.900
H  -0.398  -4.961  1.778
H  1.260  -1.660  3.565
H  3.110  0.073  4.519
H  5.066  1.070  2.842
H  5.103  0.248  0.268
H  3.239  -1.505  -0.777
Br  -0.573  -8.644  2.691
C  -1.828  -7.594  3.752
C  -3.217  -7.643  3.165
Br  -3.364  -6.493  1.599
H  -1.422  -6.583  3.817
H  -1.813  -8.051  4.744
H  -3.948  -7.252  3.875
H  -3.520  -8.644  2.854
Br  -4.240  0.488  6.133
C  -4.964  -0.369  4.536
C  -5.442  -1.768  4.834
Br  -3.941  -3.005  4.987
H  -4.185  -0.333  3.774
H  -5.797  0.265  4.228
H  -6.044  -2.152  4.008
H  -6.013  -1.844  5.760
Br  4.160  -4.638  -3.145
C  3.804  -6.451  -3.767
C  2.337  -6.788  -3.663
Br  1.829  -7.173  -1.820
H  4.443  -7.118  -3.186
H  4.128  -6.462  -4.810
H  2.112  -7.702  -4.216
H  1.683  -5.987  -4.013
Br  0.527  5.194  -6.351
C  2.118  6.320  -6.380
C  3.379  5.491  -6.429
Br  3.792  4.721  -4.685
H  2.063  6.971  -5.506
H  2.020  6.924  -7.284
H  4.240  6.116  -6.674
H  3.324  4.662  -7.137
Br  5.473  -3.121  2.367
C  7.330  -3.534  1.945
C  8.233  -2.362  2.244
Br  8.084  -0.985  0.871
H  7.358  -3.846  0.900
H  7.583  -4.385  2.580
H  9.281  -2.669  2.224
H  8.017  -1.883  3.200

Entry 3:
Below is the ion C4H9N3 with charge +2 at a distorted geometry, with properties calculated with ωB97M-V/def2-TZVPD.

Results
HOMO (spin up / spin down) ... -14.88 / -21.47 eV
2S+1 ... 3
E_tot ... -321.0638 Eh
Energy relative to the best compared isomer or geometry (same formula, charge and spin) ... 481.2 kJ/mol
Kohn-Sham gap (spin up / spin down) ... 5.649 / 9.885 eV
Net charge ... +2

Positions of all 16 atoms, in Å:
C  -2.153  -0.043  0.106
C  2.046  -1.481  -0.097
C  1.093  -0.708  -0.571
C  0.354  1.559  0.203
N  -1.049  -0.333  0.338
N  -3.328  0.031  -0.241
N  0.176  0.086  0.480
H  2.811  -1.644  -0.904
H  2.132  -1.899  0.893
H  1.115  -0.433  -1.640
H  -0.027  1.664  -0.849
H  -0.218  2.018  1.012
H  1.331  1.810  0.524
H  -3.896  0.250  0.499
H  -3.723  -0.201  -1.250
H  0.665  -0.289  1.338

Entry 4:
Below is a structure of composition C19H43N2O3P2Sn at a distorted geometry, with properties calculated with ωB97M-V/def2-TZVPD.

Results
HOMO (spin up / spin down) ... -7.47 / -7.40 eV
2S+1 ... 1
E_tot ... -1981.6481 Eh
Energy relative to the best compared isomer or geometry (same formula, charge and spin) ... 0.0 kJ/mol
Kohn-Sham gap (spin up / spin down) ... 4.521 / 4.446 eV
Net charge ... +1

Positions of all 70 atoms, in Å:
Sn  -0.330  0.053  0.186
P  -0.313  2.382  1.262
P  -1.204  -2.059  -1.020
N  -2.513  0.477  0.201
C  -2.115  2.684  1.357
H  -2.347  3.105  2.348
H  -2.340  3.447  0.597
C  -3.037  1.471  1.094
H  -3.358  1.055  2.077
H  -3.967  1.879  0.640
C  -3.451  -0.593  0.014
H  -4.372  -0.162  -0.434
H  -3.785  -1.054  0.971
C  -2.999  -1.723  -0.937
H  -3.308  -1.454  -1.957
H  -3.514  -2.655  -0.656
C  -0.987  -3.630  -0.063
C  0.459  -3.779  0.426
H  0.515  -4.626  1.128
H  0.812  -2.881  0.951
H  1.144  -3.989  -0.407
C  -0.671  -2.286  -2.773
C  0.771  -2.811  -2.843
H  1.158  -2.685  -3.866
H  0.818  -3.884  -2.607
H  1.446  -2.273  -2.161
C  0.529  3.721  0.303
C  2.057  3.635  0.420
H  2.518  4.374  -0.253
H  2.422  2.645  0.112
H  2.404  3.861  1.437
C  0.266  2.358  3.017
C  1.596  1.602  3.151
H  1.874  1.554  4.216
H  2.408  2.111  2.613
H  1.512  0.568  2.782
C  -0.109  -1.118  2.357
O  -0.472  -1.643  3.315
C  -1.622  -3.138  -3.628
H  -1.618  -4.191  -3.321
H  -2.652  -2.762  -3.608
H  -1.281  -3.106  -4.672
C  0.016  5.136  0.606
H  0.487  5.835  -0.099
H  -1.069  5.223  0.477
H  0.287  5.465  1.618
C  0.313  3.743  3.673
H  0.519  3.617  4.746
H  1.118  4.367  3.264
H  -0.640  4.281  3.587
C  -1.476  -4.894  -0.780
H  -0.837  -5.160  -1.633
H  -1.427  -5.738  -0.076
H  -2.517  -4.815  -1.118
H  -1.634  -3.458  0.815
H  -0.520  1.767  3.519
H  -0.687  -1.255  -3.174
H  0.260  3.477  -0.742
H  -1.712  1.594  -2.116
H  -0.969  1.555  -2.258
N  4.685  -1.213  -1.318
C  3.931  0.080  -1.435
C  2.560  -0.172  -0.826
O  2.427  -1.242  -0.186
O  1.653  0.720  -1.020
H  4.571  -1.609  -0.370
H  5.677  -1.117  -1.542
H  4.300  -1.890  -1.992
H  4.444  0.876  -0.896
H  3.894  0.339  -2.494